7
Properties=species:S:1:pos:R:3 method="wB97M-V/def2-TZVPD" multiplicity=1 total_charge=0 gap_ev=10.61
Cl 2.229 0.108 -0.016
N -0.447 0.598 0.048
C 0.514 -0.412 -0.145
H -0.531 0.981 -0.915
H -0.221 1.259 0.845
H 0.314 -1.096 -1.034
H 0.322 -1.252 1.098

9
Properties=species:S:1:pos:R:3 method="wB97M-V/def2-TZVPD" multiplicity=1 total_charge=+1 gap_ev=10.69
Cl 3.818 0.818 0.081
O 0.421 -1.118 0.222
N 2.503 -0.180 -0.253
N -1.691 0.206 -0.002
C 1.439 -0.587 0.101
H -2.481 -0.431 -0.356
H -0.859 -0.468 0.193
H -1.319 0.880 -0.721
H -1.832 0.879 0.735

9
Properties=species:S:1:pos:R:3 method="wB97M-V/def2-TZVPD" multiplicity=1 total_charge=+1 gap_ev=9.99
Cl 2.472 0.558 0.113
O 1.305 -0.391 0.009
N -1.001 -1.354 -0.111
N -0.904 1.095 0.039
C -0.949 -0.097 0.010
H 1.925 1.671 0.620
H -1.950 -1.792 0.081
H -0.717 2.058 -0.118
H -0.181 -1.749 -0.643

8
Properties=species:S:1:pos:R:3 method="wB97M-V/def2-TZVPD" multiplicity=1 total_charge=0 gap_ev="9.63 / 8.03"
Cl 2.421 0.330 0.498
O -0.065 -0.172 -0.545
N -1.526 1.276 0.062
C 0.943 -0.767 -0.006
H 1.402 -1.499 -0.658
H -1.841 1.474 -0.878
H 0.811 -1.222 1.063
H -2.144 0.581 0.464

10
Properties=species:S:1:pos:R:3 method="wB97M-V/def2-TZVPD" multiplicity=1 total_charge=0 gap_ev=9.60
Cl 1.881 -1.335 -0.987
O -0.892 1.319 -0.109
O -0.798 -0.803 -0.883
O -0.535 -0.534 1.290
N 1.488 0.056 -0.079
C -0.386 0.031 0.092
H 1.593 -0.063 0.876
H -0.605 -0.343 -1.800
H -0.289 2.105 0.103
H -1.458 -0.432 1.498

9
Properties=species:S:1:pos:R:3 method="wB97M-V/def2-TZVPD" multiplicity=1 total_charge=0 gap_ev=8.35
Cl 0.076 -2.145 3.751
P 1.273 -0.742 2.903
P 1.160 0.402 0.259
N 0.544 -0.679 1.276
C 0.229 0.103 -1.305
H 0.968 -0.435 -1.971
H -0.070 0.930 -1.840
H -0.708 -0.614 -1.202
H 0.519 0.258 3.552

no.,E (eV)
1,-15112.6676
2,-18643.1862
3,-18639.6663
4,-17157.3895
5,-21254.4665
6,-33691.4268